This record from the Open Molecules 2025 dataset describes a molecular structure, C41H41CrN2O5P2Se. The level of theory is ωB97M-V/def2-TZVPD.

As for the expectation value of S²: 6.024. As for the LUMO energy (alpha / beta): -1.97 / -2.04 eV. The calculation puts the HOMO energy (alpha / beta) at -0.397 / -0.397 Ha. The gap between HOMO and LUMO (alpha / beta) is 8.843 / 8.772 eV. The charge is +1. The multiplicity is 5.

Each line ends with the Löwdin charge.
Cartesian coordinates (Å):
Cr (0.99213, -0.85174, 0.25342)  0.468
C (-4.77459, 2.16424, -2.76180)  -0.013
C (-3.61760, 2.62068, -1.85878)  -0.425
C (-3.76970, 4.11687, -1.54318)  -0.013
C (-3.65288, 1.82590, -0.55550)  -0.085
C (-4.75439, 1.86097, 0.29523)  -0.005
C (-4.79484, 1.13678, 1.47859)  -0.049
C (-3.71195, 0.35396, 1.85053)  -0.056
C (-2.59308, 0.29623, 1.03247)  -0.260
P (-1.10707, -0.66430, 1.49679)  1.086
C (-1.74524, -2.35606, 1.68820)  -0.353
C (-1.34919, -3.24836, 2.67904)  -0.098
C (-1.82695, -4.55312, 2.67349)  -0.061
C (-2.68038, -4.98142, 1.66932)  -0.066
C (-3.04862, -4.10759, 0.65336)  -0.063
C (-2.58128, -2.80325, 0.66087)  -0.086
C (-0.73647, 0.10438, 3.11454)  -0.345
C (-1.08913, -0.39224, 4.36430)  -0.077
C (-0.79631, 0.33351, 5.51552)  -0.064
C (-0.17105, 1.56687, 5.42682)  -0.072
C (0.15514, 2.08802, 4.17765)  -0.076
C (-0.12115, 1.35798, 3.03417)  -0.126
C (-2.59763, 1.02678, -0.15049)  -0.194
O (-1.46445, 0.89203, -0.89689)  -0.043
C (-1.31008, 1.56456, -2.07699)  -0.196
C (-0.09579, 1.33103, -2.71278)  -0.259
C (0.14822, 1.95746, -3.92563)  -0.051
C (-0.81320, 2.79586, -4.47087)  -0.050
C (-2.01130, 3.00464, -3.80321)  -0.005
C (-2.29480, 2.39182, -2.58443)  -0.086
P (1.11114, 0.21314, -1.92960)  1.074
C (2.61339, 1.24747, -1.92733)  -0.345
C (2.55733, 2.28597, -0.98957)  -0.110
C (3.62854, 3.14654, -0.81336)  -0.073
C (4.78379, 2.97470, -1.56860)  -0.072
C (4.84487, 1.95659, -2.50562)  -0.063
C (3.76572, 1.09670, -2.68792)  -0.067
C (1.13447, -1.21724, -3.05373)  -0.339
C (-0.13464, -1.76347, -3.27488)  -0.091
C (-0.28785, -2.90191, -4.04718)  -0.062
C (0.82801, -3.51532, -4.60267)  -0.063
C (2.08917, -2.99377, -4.36826)  -0.060
C (2.24754, -1.85306, -3.59037)  -0.081
H (-5.73599, 2.33232, -2.27250)  0.086
H (-4.68989, 1.10169, -2.99581)  0.100
H (-4.77585, 2.72287, -3.69972)  0.086
H (-4.71042, 4.30890, -1.02361)  0.086
H (-3.77042, 4.70685, -2.46175)  0.086
H (-2.95124, 4.46627, -0.91152)  0.100
H (-5.60984, 2.47044, 0.02623)  0.120
H (-5.67129, 1.18683, 2.11191)  0.112
H (-3.73805, -0.21212, 2.77528)  0.119
H (-0.62823, -2.95752, 3.42887)  0.100
H (-1.51813, -5.23867, 3.45206)  0.111
H (-3.04934, -5.99936, 1.66924)  0.110
H (-3.69779, -4.44387, -0.14550)  0.110
H (-2.88108, -2.12455, -0.13156)  0.109
H (-1.61691, -1.32942, 4.45793)  0.097
H (-1.07313, -0.06613, 6.48268)  0.111
H (0.04833, 2.13083, 6.32518)  0.110
H (0.61735, 3.06505, 4.09974)  0.110
H (0.13842, 1.76791, 2.06283)  0.100
H (1.08671, 1.79105, -4.44344)  0.120
H (-0.63073, 3.28704, -5.41758)  0.112
H (-2.74875, 3.66426, -4.24704)  0.119
H (1.65630, 2.42894, -0.39862)  0.102
H (3.56088, 3.95587, -0.09634)  0.108
H (5.62760, 3.63945, -1.43180)  0.109
H (5.73433, 1.82801, -3.10944)  0.111
H (3.83719, 0.33469, -3.44601)  0.090
H (-1.01218, -1.28889, -2.84377)  0.106
H (-1.27552, -3.31292, -4.21306)  0.110
H (0.71318, -4.40682, -5.20568)  0.111
H (2.96294, -3.48260, -4.77868)  0.113
H (3.24518, -1.51058, -3.37253)  0.090
O (2.35390, -4.10393, -0.81689)  -0.357
Se (2.64510, -2.96023, 0.26791)  0.949
O (2.90038, -1.42203, -0.36079)  -0.526
O (1.40727, -2.60950, 1.33470)  -0.495
O (4.02266, -3.37637, 1.16510)  -0.225
N (4.89302, -1.50585, 2.87652)  0.008
C (4.06227, -0.70848, 3.81214)  -0.214
C (2.65374, -0.56294, 3.28065)  -0.245
N (2.57409, 0.12807, 1.97947)  0.015
H (5.58475, -2.04022, 3.38932)  0.105
H (5.41933, -0.90272, 2.25448)  0.102
H (4.26095, -2.64656, 1.83266)  0.016
H (4.50552, 0.27316, 3.99854)  0.117
H (4.02309, -1.23187, 4.76759)  0.122
H (2.03788, -0.01741, 3.99691)  0.104
H (2.22160, -1.55535, 3.16960)  0.096
H (3.29235, -0.20599, 1.34363)  0.044
H (2.73066, 1.12357, 2.09778)  0.089

Cartesian forces, eV/Å:
0.57 0.34 0.59
-0.05 -0.01 -0.03
0.05 -0.05 0.03
-0.01 0.06 0.01
-0.12 0.04 0.03
-0.06 0.04 -0.01
0.01 -0.03 0.02
-0.09 0.01 0.04
0.11 -0.08 -0.07
-0.49 0.12 0.41
-0.13 0.04 -0.07
0.12 -0.08 -0.08
0.02 0.07 0.00
-0.03 0.00 -0.05
0.05 -0.01 0.02
-0.11 0.00 0.10
-0.05 0.02 0.00
-0.03 0.06 0.01
0.02 -0.02 -0.04
0.01 0.03 -0.04
-0.04 -0.03 0.03
-0.01 -0.02 0.01
0.17 0.03 -0.20
0.17 -0.11 0.02
-0.12 -0.12 0.24
0.00 -0.05 0.05
0.01 0.06 -0.06
0.02 -0.01 -0.01
-0.04 0.04 -0.02
-0.07 0.12 -0.11
0.07 0.34 -0.39
0.06 -0.02 0.09
0.06 -0.02 0.01
-0.03 -0.02 -0.04
-0.02 0.00 0.01
-0.03 -0.01 0.00
-0.01 0.10 -0.06
-0.05 0.06 -0.07
-0.02 0.02 -0.09
0.03 0.01 0.03
-0.01 0.00 0.00
0.00 0.03 0.03
-0.01 -0.13 0.08
0.04 -0.01 -0.02
0.00 0.02 0.00
0.00 -0.02 0.05
0.04 -0.01 -0.03
0.00 -0.03 0.04
-0.02 -0.01 -0.01
0.03 -0.03 0.01
0.04 -0.01 -0.03
0.01 0.03 -0.03
-0.01 0.05 0.06
0.00 0.02 -0.01
0.01 0.03 0.00
0.02 0.02 0.03
-0.01 -0.02 0.04
0.00 -0.08 -0.02
0.00 0.00 -0.02
-0.01 -0.02 -0.04
-0.01 -0.04 0.00
-0.02 -0.01 0.00
-0.03 0.01 0.03
0.00 -0.01 0.03
0.04 -0.03 0.02
0.01 -0.02 0.00
0.00 -0.03 -0.01
-0.03 -0.02 -0.01
-0.02 0.00 0.02
-0.02 -0.06 -0.03
0.03 -0.01 -0.04
0.02 0.01 0.01
0.00 0.02 0.01
-0.01 0.01 0.01
0.05 0.04 0.02
0.28 0.65 0.75
-0.14 -0.68 -0.59
-0.29 -0.71 0.09
0.31 -0.10 -0.65
-0.21 -0.20 -0.26
0.00 0.03 0.04
0.14 -0.08 0.00
-0.10 0.13 -0.08
-0.19 0.00 -0.02
0.04 0.02 0.03
0.03 0.06 0.01
0.05 0.24 0.25
0.06 0.00 -0.01
0.01 -0.02 0.00
0.03 0.01 0.00
-0.06 -0.01 -0.04
0.07 0.02 0.02
-0.05 0.01 0.01

***

This record from the Open Molecules 2025 dataset describes a molecular structure, C41H41FP2Sn. The level of theory is ωB97M-V/def2-TZVPD.

As for the LUMO energy (alpha / beta): -9.60 / -9.55 eV. The calculation puts the HOMO energy (alpha / beta) at -0.460 / -0.460 Ha. The gap between HOMO and LUMO (alpha / beta) is 2.909 / 2.978 eV. The charge is +2.

Each line ends with the Löwdin charge.
Cartesian coordinates (Å):
Sn (-0.96478, 2.90024, -3.00803)  1.388
C (-2.25580, 1.69360, -5.81843)  -0.130
C (-1.93817, 0.41433, -5.59774)  -0.109
C (-0.68195, -0.26096, -6.03724)  -0.130
C (0.55311, 0.64269, -5.82896)  -0.133
C (0.40304, 1.54271, -4.64738)  -0.106
C (0.21706, 2.94645, -4.74289)  -0.341
C (-0.66852, 3.59434, -5.83530)  -0.201
C (-1.49074, 2.64168, -6.68261)  -0.171
C (-0.17022, 1.44579, -1.63917)  -0.339
H (-3.31699, 1.96590, -5.69140)  0.128
H (-2.67726, -0.29512, -5.22791)  0.127
H (-0.73193, -0.52601, -7.10221)  0.142
H (-0.54436, -1.19598, -5.47033)  0.090
H (1.39391, -0.03092, -5.60808)  0.108
H (0.87163, 1.14812, -6.76056)  0.141
H (0.85882, 1.09618, -3.76722)  0.052
H (0.97790, 3.63151, -4.30876)  0.130
H (-0.00460, 4.20865, -6.45855)  0.135
H (-1.40267, 4.27863, -5.35041)  0.103
H (-2.23853, 3.22148, -7.24338)  0.138
H (-0.89716, 2.13185, -7.44952)  0.122
H (0.16908, 2.03256, -0.78821)  -0.012
H (0.56829, 0.70968, -1.98229)  -0.069
H (-1.01250, 0.84958, -1.25664)  -0.031
P (-1.40376, -1.57442, -2.02991)  1.086
P (2.32876, -0.83242, -2.05073)  1.034
C (-0.05785, -1.98926, -3.16664)  -0.318
C (1.29824, -1.63959, -3.25766)  -0.332
C (-2.37000, -3.00330, -1.60698)  -0.451
C (-2.86045, -3.94641, -2.52529)  -0.086
C (-3.82938, -4.85703, -2.09073)  -0.061
C (-4.30018, -4.79882, -0.76843)  -0.057
C (-3.78561, -3.87359, 0.15663)  -0.068
C (-2.81877, -2.97303, -0.26348)  -0.125
C (-3.00606, -0.49045, -2.56265)  -0.247
C (-2.75923, 0.76868, -3.10448)  -0.285
C (-3.73327, 1.76489, -3.26472)  -0.193
C (-5.08496, 1.41469, -3.09415)  -0.062
C (-5.39003, 0.12555, -2.64837)  -0.044
C (-4.36240, -0.79210, -2.34824)  -0.045
C (3.95711, -1.76871, -1.77174)  -0.331
C (3.91727, -3.13206, -1.39258)  -0.108
C (5.06911, -3.80384, -0.97072)  -0.074
C (6.30693, -3.14064, -0.95579)  -0.065
C (6.37621, -1.79873, -1.36423)  -0.068
C (5.21606, -1.13416, -1.78654)  -0.096
C (3.01445, 0.69492, -2.80627)  -0.425
C (2.95970, 1.72560, -1.84752)  -0.150
C (3.21081, 3.03766, -2.19690)  -0.076
C (3.63156, 3.33142, -3.50057)  -0.082
C (3.82451, 2.30115, -4.42607)  -0.068
C (3.51008, 0.97804, -4.08865)  -0.090
H (-0.32638, -2.89278, -3.74180)  0.066
H (1.95325, -2.11514, -4.01355)  0.089
H (-2.54343, -3.91523, -3.56710)  0.106
H (-4.23405, -5.59985, -2.78211)  0.115
H (-5.07518, -5.49773, -0.44393)  0.115
H (-4.15156, -3.84611, 1.18345)  0.114
H (-2.46333, -2.18201, 0.40314)  0.095
H (-1.67369, 0.92580, -3.40875)  0.018
H (-3.52711, 2.82649, -3.47519)  0.062
H (-5.87055, 2.15960, -3.30532)  0.128
H (-6.44320, -0.15579, -2.54246)  0.122
H (-4.65216, -1.73740, -1.88887)  0.107
H (2.96360, -3.65730, -1.35527)  0.098
H (5.01898, -4.83735, -0.61988)  0.112
H (7.21349, -3.65891, -0.62281)  0.115
H (7.32776, -1.26254, -1.30760)  0.113
H (5.29981, -0.08549, -2.08330)  0.096
H (2.70350, 1.46591, -0.82288)  0.102
H (3.12528, 3.79695, -1.42180)  0.115
H (3.84412, 4.37676, -3.75472)  0.118
H (4.24588, 2.53392, -5.40536)  0.118
H (3.71980, 0.15982, -4.78976)  0.125
F (-4.00525, 0.31662, 2.94330)  0.068
C (-3.40017, 1.20909, 2.07053)  -0.215
C (-2.05754, 1.51550, 2.28734)  0.069
C (-1.39640, 2.32770, 1.29993)  -0.027
C (-2.12937, 2.70125, 0.21313)  0.128
C (-3.45518, 2.48359, 0.01802)  -0.033
C (-4.11322, 1.64797, 0.96956)  0.057
H (-1.54302, 1.16656, 3.19344)  0.152
H (-0.35042, 2.62509, 1.42452)  0.138
H (-4.00288, 2.91972, -0.80905)  0.118
H (-5.16220, 1.37143, 0.84924)  0.148

Cartesian forces, eV/Å:
-1.38 0.31 3.87
-1.19 -0.81 -1.27
-0.41 -0.43 -1.37
0.42 -0.10 -0.04
-0.39 -0.84 -0.62
2.70 1.41 -1.56
0.19 -0.96 -1.97
0.82 0.73 -0.26
0.07 0.01 -0.38
-0.12 -0.12 0.28
0.68 -0.02 0.47
-0.04 0.44 0.12
-0.17 -0.06 0.19
-0.09 0.40 -0.30
-0.13 0.25 0.30
-0.53 0.20 0.67
-0.03 0.48 -0.01
-0.38 -0.54 0.43
-0.30 0.02 0.02
0.74 -0.14 -0.21
0.35 0.01 0.16
-0.02 0.04 0.28
0.64 -0.10 -0.07
-0.19 0.56 0.52
0.11 0.29 -0.20
-1.16 2.04 1.96
1.62 0.55 1.88
1.96 -0.81 -1.51
-1.78 -1.37 -0.64
-0.25 -0.84 0.16
-0.31 0.12 0.76
0.03 0.15 0.23
0.19 -0.07 0.08
-0.25 -0.32 -0.48
0.03 -0.01 -0.70
1.06 -0.11 -0.90
0.90 0.90 0.54
-0.98 -0.38 0.26
0.35 0.14 0.25
0.33 0.05 -0.16
-0.16 -0.25 0.42
-0.12 -0.90 -0.61
0.02 0.41 0.29
0.31 0.36 -0.11
-0.27 0.32 -0.15
-0.39 -0.45 0.19
-0.21 0.21 0.14
-0.15 0.43 0.38
-0.06 -0.11 -0.50
0.34 0.09 -0.13
-0.07 0.25 0.17
0.02 0.00 0.06
0.09 -0.08 0.26
0.21 0.63 -0.43
-1.00 -0.43 0.14
-0.03 -0.14 0.22
0.10 0.27 0.25
0.28 0.21 -0.14
0.06 -0.07 -0.31
0.05 -0.38 -0.17
-1.73 -0.41 0.46
0.02 -0.72 -0.42
0.44 -0.52 0.23
0.51 -0.05 0.08
0.15 0.06 -0.29
0.14 0.08 -0.04
-0.10 0.33 -0.24
-0.45 0.22 -0.12
-0.38 -0.19 -0.18
-0.02 -0.36 0.08
-0.13 0.10 -0.18
0.12 0.08 -0.32
0.01 -0.50 -0.06
-0.16 -0.10 0.24
-0.24 0.39 0.19
0.85 1.65 -1.31
-0.10 -1.60 0.82
-0.08 0.87 -0.93
1.14 0.30 0.34
-2.08 -1.85 2.56
-0.27 0.31 -0.82
0.51 0.47 -0.26
-0.06 0.23 -0.63
-0.35 -0.30 0.14
-0.17 -0.22 0.00
0.31 0.26 -0.11

***

Listing energy above the lowest of the compared OMol25 structures with the same formula, charge and spin for the structures above in their given order: 8.1; 59.3 kcal per mole.
Listing max |F| for the structures above in their given order: 1.03; 4.12 eV Å⁻¹.